{
  "formula": "C24H36AsClCrGeO2S4Sb",
  "method": "ωB97M-V with the def2-TZVPD basis set",
  "species": ["Cr", "Cl", "C", "C", "C", "C", "O", "C", "C", "O", "C", "H", "H", "H", "H", "S", "Sb", "S", "S", "S", "C", "As", "C", "C", "C", "C", "C", "C", "C", "C", "H", "H", "H", "H", "H", "H", "H", "H", "H", "H", "H", "H", "H", "C", "C", "C", "C", "Ge", "C", "C", "C", "C", "H", "H", "H", "H", "H", "H", "H", "H", "H", "H", "H", "H", "H", "H", "H", "H", "H", "H", "H"],
  "positions_angstrom": [[0.32805, 0.88545, 0.12363], [-1.79646, 5.86835, 5.03352], [-1.50824, 4.51633, 3.97596], [-2.48437, 3.50860, 3.86527], [-2.28949, 2.41906, 3.06174], [-1.10127, 2.26579, 2.30526], [-0.95169, 1.19485, 1.58859], [-0.14648, 3.31094, 2.39914], [1.03019, 3.32406, 1.59322], [1.32764, 2.48948, 0.72981], [-0.36151, 4.41997, 3.25218], [-3.40438, 3.61009, 4.42752], [-3.04074, 1.64405, 2.98243], [1.73579, 4.15410, 1.71908], [0.39305, 5.19571, 3.31433], [0.74355, 2.76145, -4.71913], [1.27573, 2.74530, -2.55741], [-1.02912, 2.35680, -1.30955], [1.77126, 0.55900, -1.70773], [2.34136, 4.45254, -1.59700], [1.72516, -2.33532, 1.28735], [1.94944, -0.42349, 1.49238], [1.85785, -0.24381, 3.41343], [3.82912, -0.06496, 1.13985], [4.72374, -1.20568, 1.51611], [5.36892, -1.22496, 2.74913], [6.19408, -2.28558, 3.10306], [6.38536, -3.34016, 2.22235], [5.75428, -3.32467, 0.98298], [4.93115, -2.26538, 0.63392], [2.46227, -2.88222, 1.87047], [1.81962, -2.59771, 0.23533], [0.71887, -2.58316, 1.62160], [2.58811, -0.91196, 3.86649], [0.85677, -0.50298, 3.74990], [2.07157, 0.78429, 3.69853], [4.05352, 0.82882, 1.72120], [3.90188, 0.19814, 0.08782], [5.23443, -0.39507, 3.43495], [6.69437, -2.28110, 4.06346], [7.02854, -4.16702, 2.49510], [5.91067, -4.13678, 0.28390], [4.45547, -2.24761, -0.34086], [-4.83359, -3.48728, -1.19079], [-4.31111, -2.10398, -1.55662], [-3.70081, -1.37504, -0.36267], [-3.19263, 0.03808, -0.67151], [-1.50685, 0.19971, -1.59644], [-1.05843, -0.93973, -3.04985], [-1.38875, -0.34012, -4.42103], [-2.76019, 0.32465, -4.49739], [-2.99285, 1.00664, -5.83822], [-5.30678, -3.97760, -2.04263], [-5.57342, -3.42752, -0.38877], [-4.02305, -4.13278, -0.84295], [-5.12558, -1.49464, -1.96036], [-3.57644, -2.19769, -2.35639], [-2.89484, -1.97955, 0.07142], [-4.46920, -1.30187, 0.41323], [-2.99639, 0.59687, 0.24396], [-3.93093, 0.60357, -1.24881], [-0.56015, -0.51832, -0.31075], [-1.64459, -1.84213, -2.85655], [-0.00531, -1.17932, -2.93604], [-1.34278, -1.14608, -5.16049], [-0.62365, 0.38877, -4.68885], [-2.84117, 1.08536, -3.70786], [-3.54788, -0.41309, -4.30448], [-2.21553, 1.75098, -6.02197], [-3.96002, 1.51048, -5.87427], [-2.96515, 0.27802, -6.65220]],
  "e_lumo_ev": [-0.74, -1.25],
  "s_squared": 3.8067,
  "de_lowest_kcal_mol": 18.1,
  "multiplicity": 4,
  "homo_energy_ev": [-7.81, -7.82],
  "gap_ha": [0.2598, 0.2415]
}